(1)
This record from OMol25 describes the molecule C3H5N3O. The level of theory is ωB97M-V/def2-TZVPD.

XYZ file:
```
12
Properties=species:S:1:pos:R:3:nbo_charge:R:1
N 2.126 0.553 -0.172 -0.81
N -1.061 -1.032 0.128 -0.57
H -1.596 -1.683 -0.427 0.41
H -2.483 1.720 -0.148 0.50
H 0.818 -2.107 0.322 0.21
N -0.215 1.036 -0.056 -0.56
H 2.831 -0.033 0.249 0.38
H 2.246 1.529 0.051 0.38
C -1.288 0.302 -0.016 0.65
C 0.347 -1.154 0.135 -0.23
O -2.548 0.757 -0.070 -0.66
C 0.822 0.113 0.004 0.29
```

HOMO level in eV: -7.61
SMILES: Nc1c[nH]c(O)n1
Gap between HOMO and LUMO in eV: 8.50
Relative energy (zero: lowest compared OMol25 entry of this formula, charge and spin) in kJ/mol: 61.9
LUMO energy in Ha: 0.033

---

(2)
This record from OMol25 describes the molecule C4H8O3. The level of theory is ωB97M-V/def2-TZVPD.

XYZ file:
```
15
Properties=species:S:1:pos:R:3:nbo_charge:R:1
O 2.246 0.623 1.431 -0.53
C 1.325 0.713 0.653 0.42
H 1.440 1.304 -0.266 0.13
H 0.379 -1.989 -0.238 0.49
H -1.508 0.301 -2.223 0.23
H -0.626 0.692 1.508 0.19
H -1.528 1.496 -0.906 0.21
O 0.286 -1.171 1.659 -0.72
H 1.189 -1.062 2.006 0.49
C -0.947 0.690 -1.368 -0.63
H -0.011 1.101 -1.759 0.21
H -1.669 -0.857 -0.070 0.17
C -0.698 -0.432 -0.370 0.09
C 0.008 0.003 0.919 -0.04
O 0.115 -1.412 -0.976 -0.72
```

HOMO level in eV: -10.26
SMILES: C[C@@H](O)[C@@H](O)C=O
Gap between HOMO and LUMO in eV: 10.91
Relative energy (zero: lowest compared OMol25 entry of this formula, charge and spin) in kJ/mol: 137.1
LUMO energy in Ha: 0.024

---

(3)
This record from OMol25 describes a structure of composition C26H29BrN3OTl. The level of theory is ωB97M-V/def2-TZVPD.

XYZ file:
```
61
Properties=species:S:1:pos:R:3:nbo_charge:R:1
H -0.090 4.983 -1.797 0.21
H -2.585 -0.871 -1.476 0.23
H -0.746 -5.130 7.110 0.22
H 3.226 3.262 -3.940 0.20
H -4.102 0.082 -3.996 0.20
H -0.041 -3.969 9.176 0.22
H 1.844 3.878 -0.527 0.21
C -2.581 0.917 -2.690 -0.09
C -0.184 -4.208 7.069 -0.26
H -4.087 0.062 -1.386 0.20
H -3.050 2.846 -3.572 0.21
C -0.044 -4.003 0.226 0.04
H 1.224 -1.885 9.092 0.22
C -0.109 -4.044 1.602 -0.23
H -2.641 0.625 -0.536 0.20
H -3.052 2.847 -1.797 0.20
H 2.897 4.992 -3.989 0.20
C 0.919 2.507 -2.682 -0.09
C -3.017 0.143 -3.943 -0.61
H 2.796 1.436 -2.737 0.22
C 0.901 -2.413 5.798 0.06
C -1.064 1.070 -2.706 0.00
C -0.261 -0.108 -2.786 0.30
H 1.824 3.863 -4.823 0.21
H 1.854 -0.849 6.930 0.23
H -2.609 -0.864 -3.909 0.24
C 0.215 -3.552 8.215 -0.20
C -3.303 2.269 -2.685 -0.60
N 0.561 -3.032 -0.451 -0.48
Tl 0.157 -3.456 -3.034 0.76
C -3.001 0.132 -1.438 -0.61
H 3.237 3.269 -1.425 0.20
C -0.459 2.311 -2.674 -0.17
H -4.379 2.105 -2.686 0.21
C 1.568 3.880 -2.675 -0.05
H 1.584 -1.254 -0.338 0.22
H 2.908 4.998 -1.382 0.20
C 1.295 -1.771 6.970 -0.18
C 1.114 -2.038 0.238 0.06
N 1.097 -2.072 4.493 -0.43
C 0.166 -3.625 5.863 0.17
H -1.081 3.186 -2.643 0.20
C 2.436 4.007 -3.935 -0.60
H 1.061 5.974 -2.687 0.21
C 0.498 -3.018 2.332 -0.04
Br 2.316 -1.393 -3.083 -0.01
H -0.493 -4.791 -0.369 0.19
C 0.542 5.017 -2.682 -0.61
H -0.551 -4.790 4.246 0.42
C 2.445 4.014 -1.424 -0.60
C 1.718 1.379 -2.744 -0.25
H 1.582 -1.179 2.155 0.25
C 1.114 -1.987 1.618 -0.20
H -0.083 4.970 -3.572 0.21
N -0.055 -3.976 4.560 -0.54
C 1.124 0.141 -2.824 -0.11
C 0.521 -3.003 3.777 0.35
H -0.618 -4.866 2.079 0.21
H -2.649 0.638 -4.839 0.20
O -0.747 -1.301 -2.830 -0.88
C 0.940 -2.356 8.164 -0.23
```

HOMO level in eV: -7.11
Gap between HOMO and LUMO in eV: 6.65
Relative energy (zero: lowest compared OMol25 entry of this formula, charge and spin) in kJ/mol: 0.0
LUMO energy in Ha: -0.017

---

(4)
This record from OMol25 describes the molecule C22H16Cl2N4O3 in a non-equilibrium geometry. The level of theory is ωB97M-V/def2-TZVPD.

XYZ file:
```
47
Properties=species:S:1:pos:R:3:nbo_charge:R:1
H 2.642 -1.776 1.006 0.21
H 9.199 2.541 0.525 0.22
H 4.508 -0.644 0.516 0.40
O -5.225 -1.406 1.007 -0.50
C -4.249 -3.509 0.480 -0.61
H 6.396 -1.373 -0.214 0.19
C 4.960 1.026 -0.551 0.67
N -2.225 0.193 -1.419 -0.14
H -3.801 -4.108 -0.306 0.22
H -5.157 -3.988 0.834 0.23
C -1.446 -0.566 -0.689 0.30
O -3.471 -0.329 -1.278 -0.27
C -3.355 -1.383 -0.457 0.50
C 6.958 -0.466 -0.022 0.05
C -4.864 0.916 1.368 -0.22
Cl -6.610 4.212 -0.003 0.02
C 8.984 0.402 0.519 0.05
C 2.727 -0.040 -0.255 0.15
H 2.495 1.653 -1.547 0.25
C -6.931 1.569 -0.356 -0.24
H -3.547 -3.418 1.304 0.23
C -0.020 -0.381 -0.542 -0.13
H -4.063 0.642 2.038 0.24
C 2.073 -1.092 0.392 -0.25
C 0.714 -1.262 0.251 -0.15
N 4.105 0.071 -0.075 -0.59
N -2.138 -1.573 -0.065 -0.49
C 7.210 1.904 0.023 -0.12
H 0.053 1.343 -1.799 0.23
H 6.797 2.893 -0.110 0.24
H -4.626 3.024 1.653 0.23
C 8.533 1.706 0.371 -0.25
C -4.586 -2.126 -0.051 0.04
N 8.219 -0.656 0.314 -0.41
O 4.630 1.985 -1.214 -0.59
C 6.383 0.796 -0.159 -0.19
C -5.563 -0.105 0.732 0.26
C -6.609 0.241 -0.128 -0.07
H -7.738 1.821 -1.024 0.24
H -5.253 -2.187 -0.923 0.21
H 10.006 0.189 0.804 0.20
C -6.209 2.563 0.285 -0.04
Cl -7.550 -0.981 -0.901 0.02
H 0.203 -2.072 0.747 0.24
C -5.179 2.244 1.156 -0.21
C 1.992 0.841 -1.049 -0.20
C 0.631 0.668 -1.188 -0.15
```

HOMO level in eV: -8.62
SMILES: C[C@@H](Oc1ccc(Cl)cc1Cl)c1nc(-c2ccc(NC(=O)c3cccnc3)cc2)no1
Gap between HOMO and LUMO in eV: 8.68
Relative energy (zero: lowest compared OMol25 entry of this formula, charge and spin) in kJ/mol: 31.0
LUMO energy in Ha: 0.002

---

(5)
This record from OMol25 describes a cluster of 2 separate species, C4H13NO2 in total in a non-equilibrium geometry. The level of theory is ωB97M-V/def2-TZVPD.

XYZ file:
```
20
Properties=species:S:1:pos:R:3:lowdin_spin:R:1
N 0.500 1.456 2.080 0.58
C -1.646 -0.456 1.426 0.02
H 1.501 1.444 2.291 0.02
H -0.904 -0.071 -0.594 0.00
H 2.166 0.728 0.149 0.00
H -1.010 -4.713 -3.227 0.00
H -1.266 -0.584 2.429 0.00
H 0.256 -0.768 0.501 0.00
H 0.317 1.557 -1.769 0.00
O 1.180 1.200 -1.496 0.06
C 0.090 1.337 0.721 0.13
H -2.044 -1.395 1.059 0.00
H 0.139 2.270 2.579 0.01
H 1.832 2.454 -0.019 0.01
H -0.612 -4.506 -1.771 0.00
H -2.481 0.244 1.350 0.00
O -0.736 -4.036 -2.601 0.00
C -0.557 -0.048 0.431 0.08
H -0.463 2.241 0.447 0.01
C 1.404 1.458 -0.147 0.07
```

HOMO level (spin up / spin down) in eV: -13.75 / -13.75
Total charge: +1
Gap between HOMO and LUMO (spin up / spin down) in eV: 10.40 / 4.89
2S+1: 2
Relative energy (zero: lowest compared OMol25 entry of this formula, charge and spin) in kJ/mol: 173.6
LUMO energy (spin up / spin down) in Ha: -0.123 / -0.326

---

(6)
This record from OMol25 describes the molecule C8H6O2S in a non-equilibrium geometry. The level of theory is ωB97M-V/def2-TZVPD.

XYZ file:
```
17
Properties=species:S:1:pos:R:3:nbo_charge:R:1
H -0.365 -2.066 -1.209 0.28
H -0.773 0.251 1.670 0.30
C 0.632 -1.013 0.471 -0.27
C 1.128 1.721 -0.141 -0.33
H 1.345 2.769 -0.309 0.23
C -1.737 -0.766 -0.027 0.02
S -3.369 -0.483 -0.189 0.32
C -0.549 0.051 0.616 -0.40
H -3.283 0.821 0.128 0.18
H -0.815 -2.789 0.335 0.26
C 2.108 0.807 -0.072 -0.11
C -0.290 1.411 -0.012 0.56
O 2.741 -1.435 -0.494 -0.62
C -0.588 -1.851 -0.166 -0.47
H 3.142 1.100 -0.196 0.22
C 1.879 -0.668 -0.072 0.38
O -1.207 2.140 -0.332 -0.56
```

HOMO level (spin up / spin down) in eV: -7.22 / -7.17
Gap between HOMO and LUMO (spin up / spin down) in eV: 5.26 / 5.15
Relative energy (zero: lowest compared OMol25 entry of this formula, charge and spin) in kJ/mol: 366.6
LUMO energy (spin up / spin down) in Ha: -0.072 / -0.074

---

Please write out number 1 again, unchanged.
This record from OMol25 describes the molecule C3H5N3O. The level of theory is ωB97M-V/def2-TZVPD.

XYZ file:
```
12
Properties=species:S:1:pos:R:3:nbo_charge:R:1
N 2.126 0.553 -0.172 -0.81
N -1.061 -1.032 0.128 -0.57
H -1.596 -1.683 -0.427 0.41
H -2.483 1.720 -0.148 0.50
H 0.818 -2.107 0.322 0.21
N -0.215 1.036 -0.056 -0.56
H 2.831 -0.033 0.249 0.38
H 2.246 1.529 0.051 0.38
C -1.288 0.302 -0.016 0.65
C 0.347 -1.154 0.135 -0.23
O -2.548 0.757 -0.070 -0.66
C 0.822 0.113 0.004 0.29
```

HOMO level in eV: -7.61
SMILES: Nc1c[nH]c(O)n1
Gap between HOMO and LUMO in eV: 8.50
Relative energy (zero: lowest compared OMol25 entry of this formula, charge and spin) in kJ/mol: 61.9
LUMO energy in Ha: 0.033

---

Which value of relative energy (zero: lowest compared OMol25 entry of this formula, charge and spin) does entry 3 give?
0.0 kJ/mol